Entry 1:
Density functional theory data (ωB97M-V/def2-TZVPD) for a molecular structure, C18H27Br9O10.

Computed properties:
Charge: 0
M, g mol⁻¹: 1122.54
LUMO energy, eV: -0.44
E_HOMO, eV: -9.84

Each line ends with the Mulliken charge.
Atoms and positions in Å:
C -29.1443 34.8674 -18.9760  -1.09
C -28.6261 33.4551 -19.1292  0.77
C -27.1663 33.2595 -18.6382  -0.43
O -27.2515 32.3398 -17.5712  -0.36
C -28.5311 31.9124 -17.4263  0.53
O -28.8714 31.1138 -16.6349  -0.52
O -29.3400 32.5126 -18.3120  -0.28
H -28.8487 35.3888 -19.8861  0.21
H -28.6219 35.3497 -18.1481  0.38
H -30.2180 34.9013 -18.8499  0.21
H -28.7418 33.1593 -20.1710  0.04
H -26.7876 34.2224 -18.2856  0.29
H -26.5003 32.9608 -19.4478  0.30
C -36.8869 32.8343 -23.5738  -1.30
C -36.2219 32.9363 -24.9289  0.69
C -37.1436 33.1826 -26.1362  -0.41
O -36.5309 34.2698 -26.7998  -0.35
C -35.4097 34.6270 -26.1529  0.59
O -34.6267 35.3919 -26.5572  -0.50
O -35.3418 34.0323 -24.9494  -0.32
H -36.0955 32.6909 -22.8326  0.15
H -37.6268 32.0575 -23.4179  0.36
H -37.2802 33.8342 -23.3575  0.41
H -35.7435 31.9664 -25.1090  0.12
H -38.1887 33.2944 -25.8559  0.30
H -37.0553 32.3105 -26.7846  0.27
C -34.0430 29.8037 -17.6917  -1.00
C -34.9090 30.9723 -17.3154  0.61
C -34.7097 31.4257 -15.8343  -0.48
O -34.6175 32.8434 -15.9339  -0.37
C -34.5084 33.2072 -17.2348  0.53
O -34.5260 34.3088 -17.5980  -0.51
O -34.3699 32.1132 -18.0207  -0.14
H -33.0161 30.1437 -17.8031  0.31
H -34.3290 29.4650 -18.6888  -0.08
H -34.1260 28.9835 -16.9830  0.41
H -35.9797 30.8364 -17.4625  0.07
H -33.8369 30.9312 -15.4020  0.29
H -35.5612 31.1431 -15.2177  0.32
C -31.2511 31.4954 -20.9273  -0.33
C -32.3890 30.7379 -21.5603  0.11
O -32.2820 29.5504 -21.7599  -0.55
C -33.6676 31.4483 -21.9071  -0.35
H -30.3343 31.2107 -21.4617  0.47
H -31.1338 31.0786 -19.9280  0.17
H -31.2251 32.5834 -21.0301  -0.19
H -34.1950 31.5754 -20.9553  0.25
H -34.2470 30.9482 -22.6635  -0.01
H -33.4472 32.4802 -22.2039  0.36
C -30.7003 36.6569 -22.0862  -0.42
Br -29.0095 37.4966 -22.3323  -0.01
Br -31.4278 36.9966 -20.3372  0.00
Br -30.5237 34.7353 -22.3918  0.04
H -31.4025 37.0342 -22.8109  0.42
C -30.3182 26.7565 -21.2135  0.17
Br -31.0096 25.0091 -20.8799  -0.02
Br -29.1155 26.7927 -22.7251  -0.04
Br -29.5140 27.4977 -19.6071  -0.02
H -31.1195 27.4406 -21.4544  -0.06
C -36.7811 28.3220 -21.0990  -0.35
Br -37.3664 29.4924 -19.6935  0.00
Br -35.2404 27.3093 -20.5007  -0.02
Br -36.3282 29.1740 -22.7646  0.02
H -37.5276 27.5682 -21.2877  0.37

Cartesian forces (eV/Å) of the 2 atoms listed first:
0.805 -0.266 0.100
0.315 -0.291 0.144

Entry 2:
Density functional theory data (ωB97M-V/def2-TZVPD) for a molecular structure, C18H27Cl2N2ReS8Si2.

Computed properties:
Charge: -1
Spin multiplicity: 2
M, g mol⁻¹: 841.25
LUMO energy (alpha / beta), eV: 1.63 / 1.74
E_HOMO (alpha / beta), eV: -4.23 / -4.71

Each line ends with the Mulliken charge.
Atoms and positions in Å:
Re 0.6191 -0.2001 1.0205  -0.12
S 3.5222 -0.1606 4.4900  -0.30
C 2.5155 -0.0308 3.1944  0.21
S 0.8786 0.5363 3.2783  -0.33
S 2.9316 -0.4754 1.5735  -0.46
C -4.2141 -0.0441 1.1030  -1.11
Si -2.6126 -0.3641 2.1075  0.18
C -2.8706 -1.5883 3.5615  -1.13
C -2.1942 1.3522 2.8138  -0.90
N -1.3220 -0.9513 1.0556  0.76
C -1.5042 -2.0056 0.2125  0.58
C -2.6332 -2.8298 0.1744  -0.59
C -2.7487 -3.8337 -0.7607  -1.12
C -1.7256 -4.0657 -1.6728  -1.11
C -0.5829 -3.2993 -1.6396  -0.51
C -0.4391 -2.2562 -0.7181  0.57
N 0.6343 -1.4272 -0.6336  0.90
Si 1.9262 -1.4656 -1.8400  0.02
C 1.2231 -1.2732 -3.6111  -0.98
C 3.0823 0.0301 -1.6766  -0.82
C 3.0018 -3.0268 -1.5704  -1.14
H -4.9718 0.3851 1.7505  0.43
H -4.6336 -0.9315 0.6463  0.38
H -4.0128 0.6690 0.3092  0.24
H -3.5409 -1.1666 4.3048  0.38
H -1.9231 -1.7905 4.0545  0.30
H -3.2845 -2.5406 3.2446  0.34
H -3.0947 1.9365 2.9718  0.48
H -1.5526 1.9102 2.1373  -0.15
H -1.6795 1.2742 3.7661  0.33
H -3.4158 -2.6861 0.8992  0.31
H -3.6320 -4.4546 -0.7788  0.38
H -1.8218 -4.8610 -2.3986  0.38
H 0.2235 -3.5142 -2.3206  0.30
H 0.6389 -0.3605 -3.6804  0.11
H 0.5904 -2.0914 -3.9317  0.35
H 2.0428 -1.1904 -4.3181  0.42
H 2.5245 0.9159 -1.3944  -0.14
H 3.5755 0.2333 -2.6219  0.52
H 3.8501 -0.1323 -0.9272  0.45
H 2.5045 -3.9576 -1.8215  0.35
H 3.2999 -3.0822 -0.5266  0.30
H 3.9071 -2.9587 -2.1660  0.38
Cl -0.8888 2.2191 -3.8419  -0.17
C -2.1470 1.7808 -2.6943  -0.51
Cl -1.7083 0.2966 -1.7925  0.09
H -3.0630 1.5980 -3.2517  0.41
H -2.2451 2.6016 -1.9873  0.24
C 3.6247 3.5627 -1.2881  -0.83
S 3.7125 2.6266 0.2792  -0.01
C 2.4093 3.4725 1.1022  0.38
C 1.0980 3.1761 0.9913  -0.49
S 0.3535 1.9710 -0.0228  -0.17
S 0.0073 4.2872 1.8118  0.00
C 1.2170 5.3779 2.4377  0.07
S 0.8599 6.7384 3.2679  -0.27
S 2.8403 4.8681 2.0787  -0.14
H 4.3095 3.0870 -1.9793  0.35
H 3.9282 4.5871 -1.0992  0.38
H 2.6102 3.5222 -1.6724  0.23

Cartesian forces (eV/Å) of the 2 atoms listed first:
-0.741 1.232 -1.624
-0.001 0.010 -0.221

Entry 3:
Density functional theory data (ωB97M-V/def2-TZVPD) for a molecular structure, C18H27ClLaNO4P2.

Computed properties:
Charge: +2
Energy relative to the best compared isomer or geometry (same formula, charge and spin), kJ/mol: 392.8
M, g mol⁻¹: 557.72
LUMO energy (alpha / beta), eV: -6.42 / -6.42
E_HOMO (alpha / beta), eV: -10.78 / -10.78

Each line ends with the Mulliken charge.
Atoms and positions in Å:
La 0.5337 0.6636 0.5186  1.16
P -2.7803 -0.2908 -1.1277  0.56
C -2.2584 0.6424 -2.5892  -1.17
C -0.7868 0.8957 -2.9367  0.47
N 0.2089 0.7325 -2.0215  0.07
C 1.4835 1.0206 -2.4183  0.97
C 1.7724 1.5696 -3.6582  -0.79
C 0.7619 1.6927 -4.6009  -0.67
C -0.5247 1.3119 -4.2278  -0.68
C 2.6420 0.7867 -1.4293  -1.56
P 2.7430 -0.8620 -0.5679  0.49
H -1.3554 1.3448 -4.9364  0.48
H 2.8052 1.8651 -3.8610  0.47
H 0.9702 2.0682 -5.6018  0.45
H 3.5864 0.8681 -1.9828  0.54
H 2.6732 1.6280 -0.6858  0.62
H -2.6735 0.1457 -3.4125  0.52
H -2.7789 1.6185 -2.5040  0.42
H -1.7781 -5.9930 -4.7291  0.31
O -1.5702 -5.2175 -4.2481  -0.62
H -0.8292 -4.8124 -4.7391  0.31
H -2.4192 -2.8619 -1.7727  0.21
O -1.9153 -2.1132 -1.5084  -0.37
H -1.0896 -2.1808 -2.0234  0.26
C 2.8998 -1.9648 -2.0085  -1.17
H 3.9195 -1.9243 -2.4173  0.37
H 2.6851 -2.9905 -1.6777  0.39
H 2.1823 -1.6956 -2.7936  0.35
C 4.4542 -0.8611 0.0562  -1.22
H 4.5786 -1.7529 0.6849  0.40
H 5.1844 -0.9011 -0.7638  0.41
H 4.6443 0.0232 0.6770  0.40
C -2.2560 0.2105 0.5101  -1.20
H -3.1364 0.2619 1.1716  0.51
H -1.5914 -0.5491 0.9933  0.33
H -1.8341 1.2455 0.4962  0.27
C -4.5110 -0.7259 -1.2089  -1.26
H -4.7492 -1.5304 -0.4920  0.39
H -5.1184 0.1505 -0.9412  0.37
H -4.8219 -1.0581 -2.2149  0.39
Cl -0.5588 1.8690 9.0131  -0.15
C -0.2964 1.6419 7.3361  0.38
C 0.0561 0.3697 6.8533  -0.68
C 0.2790 0.1938 5.4872  -0.29
C 0.1538 1.2826 4.6274  0.11
C -0.1748 2.5535 5.0981  -0.29
C -0.4077 2.7357 6.4630  -0.68
C 0.3481 1.0796 3.1846  1.38
O 0.4488 -0.1212 2.6938  -0.81
O 0.3986 2.0774 2.3495  -0.87
H 0.1583 -0.4592 7.5476  0.42
H 0.5519 -0.7814 5.0847  0.43
H -0.2443 3.3825 4.3982  0.43
H -0.6633 3.7158 6.8562  0.42

Cartesian forces (eV/Å) of the 2 atoms listed first:
-0.654 -0.197 0.196
-0.002 2.574 0.748

Entry 4:
Density functional theory data (ωB97M-V/def2-TZVPD) for a molecular structure, C18H27ClNO4P2Ru.

Computed properties:
Charge: +2
Energy relative to the best compared isomer or geometry (same formula, charge and spin), kJ/mol: 19.1
Spin multiplicity: 6
M, g mol⁻¹: 519.89
LUMO energy (alpha / beta), eV: -6.35 / -10.81
E_HOMO (alpha / beta), eV: -12.90 / -14.85

Each line ends with the Mulliken charge.
Atoms and positions in Å:
Ru 0.0551 -0.3152 -0.0123  -0.72
P -2.0481 -0.2289 -0.6190  1.22
C -2.0436 0.2686 -2.3161  -1.52
C -0.8593 0.8588 -2.7562  1.10
N 0.2433 0.7569 -1.9128  0.19
C 1.4687 1.0595 -2.3776  0.62
C 1.6514 1.7317 -3.5860  -0.83
C 0.5421 2.0044 -4.3840  -0.43
C -0.6893 1.5387 -3.9901  -1.06
C 2.6424 0.6167 -1.5265  -1.20
P 2.1136 -0.8776 -0.5628  1.42
H -1.5824 1.6545 -4.6110  0.48
H 2.6703 1.9858 -3.8738  0.51
H 0.6803 2.5171 -5.3326  0.45
H 3.5107 0.3462 -2.1406  0.54
H 2.9595 1.3941 -0.8112  0.43
H -2.0571 -1.7178 -3.8089  0.32
H -2.9584 0.3874 -2.9057  0.53
H -0.8496 -3.6320 -2.8091  0.37
O -1.8849 -2.6703 -3.8994  -0.62
H -2.3215 -2.9412 -4.7255  0.29
H -0.1763 -1.7616 -0.6272  0.41
O -0.5847 -3.8638 -1.8855  -0.57
H 0.3810 -3.8824 -1.8492  0.26
C 2.6408 -2.2625 -1.5642  -1.44
H 3.6899 -2.1104 -1.8460  0.46
H 2.5325 -3.1583 -0.9397  0.41
H 2.0033 -2.3553 -2.4526  0.38
C 3.3034 -0.8266 0.7735  -1.45
H 3.1648 -1.7438 1.3524  0.40
H 4.3152 -0.7707 0.3538  0.48
H 3.1096 0.0378 1.4179  0.35
C -2.8302 1.1602 0.2834  -1.38
H -3.8262 1.3259 -0.1485  0.47
H -2.9136 0.8925 1.3445  0.35
H -2.2331 2.0766 0.1974  0.32
C -3.2281 -1.5348 -0.4087  -1.25
H -3.3731 -1.6372 0.6726  0.41
H -4.1471 -1.2207 -0.9150  0.47
H -2.7922 -2.4371 -0.8457  0.32
Cl -0.4753 2.9249 7.9345  -0.11
C -0.2760 2.1579 6.4041  0.26
C 0.2154 0.8370 6.3332  -0.54
C 0.3886 0.2405 5.0808  0.03
C 0.1033 0.9681 3.9234  -0.07
C -0.3944 2.2581 3.9973  0.02
C -0.5844 2.8773 5.2291  -0.62
C 0.3342 0.4256 2.5680  1.24
O 0.6684 -0.7883 2.3851  -0.77
O 0.1242 1.2169 1.5592  -0.83
H 0.4596 0.3065 7.2555  0.46
H 0.7432 -0.7849 5.0139  0.51
H -0.6320 2.7959 3.0835  0.46
H -0.9539 3.8992 5.2801  0.46

Cartesian forces (eV/Å) of the 2 atoms listed first:
0.016 0.511 1.785
-1.792 0.132 0.315

Entry 5:
Density functional theory data (ωB97M-V/def2-TZVPD) for a molecular structure, C18H27F11MoN2O3PS3.

Computed properties:
Charge: +2
Energy relative to the best compared isomer or geometry (same formula, charge and spin), kJ/mol: 0.0
Spin multiplicity: 2
M, g mol⁻¹: 751.52
LUMO energy (alpha / beta), eV: -7.52 / -7.15
E_HOMO (alpha / beta), eV: -14.00 / -14.00

Each line ends with the Mulliken charge.
Atoms and positions in Å:
Mo 0.6541 -0.4001 -0.9993  1.26
C 3.1404 1.3380 -0.0200  -0.90
O 1.6893 1.2482 -0.1692  -0.28
C 1.0578 2.5355 -0.4113  -0.59
C -0.4249 2.2749 -0.3187  -0.45
O -0.7624 1.1751 -1.2042  0.32
C -1.3038 1.5793 -2.4892  -0.89
H 3.3548 2.0365 0.7855  0.36
H 3.5670 1.6687 -0.9654  0.37
H 3.4899 0.3420 0.2322  0.27
H 1.3804 2.8922 -1.3927  0.37
H 1.3821 3.2394 0.3561  0.49
H -1.0244 3.1472 -0.5726  0.54
H -0.6918 1.9393 0.6817  0.01
H -2.1475 2.2440 -2.3153  0.32
H -1.6471 0.6757 -2.9853  0.25
H -0.5332 2.0674 -3.0860  0.33
C -3.7758 -3.7230 3.9274  -0.89
O -3.3678 -2.7074 2.9737  -0.12
C -3.5226 -2.9636 1.7028  0.20
S -4.1550 -4.2601 0.9610  -0.13
S -3.0033 -1.6323 0.6497  -0.06
H -3.4403 -3.3497 4.8884  0.25
H -3.3034 -4.6699 3.6750  0.38
H -4.8583 -3.8233 3.8945  0.39
F 1.8821 -0.1528 -2.5650  -0.64
P 2.9262 -1.6877 -2.6951  1.44
F 3.3040 -1.2869 -4.1377  -0.29
F 2.2870 -1.8149 -1.0484  -0.49
F 4.0667 -0.8239 -2.0514  -0.33
F 3.6560 -3.0451 -2.5498  -0.30
F 1.5582 -2.3594 -3.1477  -0.31
F -4.8630 3.1863 4.8288  -0.25
C -4.1266 2.3500 4.1356  0.62
C -4.0181 2.5031 2.7568  0.05
F -4.6586 3.4828 2.1415  -0.27
C -3.2355 1.6197 2.0414  0.26
F -3.1660 1.7635 0.7108  -0.31
C -2.5543 0.5745 2.6561  0.17
S -1.5976 -0.5996 1.7547  0.05
C -2.6852 0.4357 4.0355  -0.09
F -2.0594 -0.5481 4.6695  -0.34
C -3.4602 1.3137 4.7775  0.24
F -3.5673 1.1676 6.0847  -0.26
C 1.6071 -5.5702 -1.4308  -1.00
C 0.3875 -5.3624 -0.5494  -0.77
N 0.1159 -3.9087 -0.3648  0.57
C 0.7127 -3.3296 0.8531  -0.17
C 0.0124 -3.8047 2.1158  -1.17
C -0.5401 -3.2436 -1.2669  0.63
C -1.2872 -3.9482 -2.3571  -1.85
N -0.5791 -1.8742 -1.2951  0.47
H 1.7827 -6.6373 -1.5579  0.44
H 2.4984 -5.1361 -0.9792  0.30
H 1.4753 -5.1299 -2.4186  0.24
H 0.5531 -5.7717 0.4425  0.34
H -0.5018 -5.8436 -0.9451  0.52
H 0.6451 -2.2435 0.7922  0.05
H 1.7729 -3.5845 0.8449  0.25
H -1.0171 -3.4469 2.1518  0.18
H 0.5424 -3.4005 2.9775  0.41
H 0.0083 -4.8877 2.2152  0.51
H -0.5899 -4.3684 -3.0827  0.32
H -1.9389 -3.2528 -2.8795  0.54
H -1.9011 -4.7493 -1.9509  0.41
H -1.3940 -1.5808 -1.8264  0.01

Cartesian forces (eV/Å) of the 2 atoms listed first:
0.202 0.346 0.135
-0.067 -0.047 0.063

Entry 6:
Density functional theory data (ωB97M-V/def2-TZVPD) for a molecular structure, C18H27F2FeO18.

Computed properties:
Charge: 0
Spin multiplicity: 6
M, g mol⁻¹: 625.24
LUMO energy (alpha / beta), eV: 0.34 / -0.90
E_HOMO (alpha / beta), eV: -9.51 / -9.38

Each line ends with the Mulliken charge.
Atoms and positions in Å:
Fe 0.4437 2.5185 1.0649  0.46
C 0.7231 5.4476 -1.7898  -1.05
C 0.5125 4.4366 -0.6115  1.42
O 1.4014 4.0723 0.1379  -0.74
O -0.5049 3.8318 -0.3980  -0.65
H 1.4146 4.9256 -2.4511  0.17
H 1.0053 6.4092 -1.3610  0.37
H -0.1763 5.6420 -2.3742  0.31
C 3.3556 2.4320 3.8848  -1.26
C 2.2429 2.3417 2.9699  1.35
O 1.9993 1.4868 2.1192  -0.60
O 1.2427 3.1240 2.8965  -0.64
H 4.3512 2.2583 3.4765  0.32
H 3.1683 1.6800 4.6513  0.34
H 3.2983 3.1505 4.7025  0.38
C -0.9212 -0.7451 -0.9485  -1.06
C -0.4123 0.3627 -0.0507  1.35
O -0.7927 0.8720 1.0489  -0.76
O 0.5289 1.0883 -0.4281  -0.61
H -1.2978 -1.6554 -0.4820  0.24
H -0.0190 -0.9621 -1.5204  0.27
H -1.7353 -0.4068 -1.5896  0.31
C 0.4127 -5.1869 -1.2558  -0.19
C 0.6694 -4.4935 0.0676  0.42
O 1.7754 -3.7330 -0.1275  -0.27
C 2.5453 -4.4290 -1.0031  0.53
O 3.7436 -4.1712 -1.3795  -0.57
O 1.7112 -5.4128 -1.6017  -0.37
F 0.8430 -5.4674 0.9772  -0.35
H -0.0771 -4.4526 -1.8954  0.22
H -0.2246 -6.0697 -1.3074  0.27
H -0.1879 -3.9818 0.5051  0.31
C 4.0460 1.2000 -2.1476  -0.25
C 3.4273 2.3506 -2.8071  0.64
O 3.9377 2.3493 -4.0851  -0.36
C 4.5453 1.1855 -4.3255  0.54
O 5.0725 0.8614 -5.3769  -0.53
O 4.4311 0.3850 -3.1619  -0.33
F 3.9301 3.3543 -2.0816  -0.30
H 3.2820 0.8055 -1.4778  0.22
H 4.9169 1.5923 -1.6225  0.25
H 2.3491 2.4221 -2.6638  0.13
C -2.8271 2.7793 4.5482  -0.68
O -3.3005 3.7534 3.6148  -0.33
C -2.5093 4.0634 2.5824  0.73
O -1.4712 3.4706 2.3507  -0.36
O -3.0803 5.0768 1.9277  -0.35
C -2.3464 5.8817 0.9352  -0.62
H -3.2991 3.0118 5.5027  0.29
H -1.7825 2.9446 4.8121  0.27
H -2.9593 1.7311 4.2799  0.29
H -2.1843 5.5522 -0.0911  0.17
H -1.4773 6.2892 1.4516  0.35
H -3.0546 6.6493 0.6232  0.32
C -4.1331 -6.9407 1.0831  -0.59
O -3.4897 -5.6192 0.9143  -0.30
C -2.9906 -5.2029 -0.3320  0.75
O -2.4027 -4.1237 -0.5690  -0.54
O -3.3089 -6.0659 -1.3366  -0.34
C -2.9258 -5.7510 -2.6289  -0.57
H -4.5300 -7.0856 2.0878  0.25
H -3.4057 -7.6909 0.7729  0.28
H -4.9502 -7.0994 0.3793  0.28
H -3.3029 -4.8095 -3.0284  0.29
H -3.4050 -6.4166 -3.3468  0.27
H -1.8408 -5.8165 -2.7100  0.19

Cartesian forces (eV/Å) of the 2 atoms listed first:
-0.120 -0.036 1.057
-0.756 -0.970 1.291